Molecular formula: C5H4O
Method: DFT, the ωB97M-V functional and the def2-TZVPD basis

Last column: Löwdin charge in e.
Element x y z (Å)
C  -0.36  -1.02  -1.73  0.042
C  0.41  -0.31  -0.77  -0.091
C  -0.10  -0.50  0.66  -0.396
C  0.05  0.72  1.56  -0.023
C  0.46  1.82  1.98  0.134
H  -0.11  -0.71  -2.83  0.081
H  -1.30  -1.69  -1.47  0.113
H  1.21  0.42  -0.96  0.097
H  0.60  2.71  2.52  0.021
O  -0.86  -1.43  1.04  0.022

The total charge is 0. Its SMILES is C#CC(=O)C=C. The total energy is -7293.147 eV.

Molecular formula: C30H43N8O13
Method: DFT, the ωB97M-V functional and the def2-TZVPD basis

Last column: Löwdin charge in e.
Element x y z (Å)
N  -0.68  -0.71  1.14  -0.621
O  -0.23  -0.49  2.28  -0.061
O  -0.51  -1.83  0.68  -0.064
O  -1.24  0.23  0.49  -0.080
C  3.16  -0.02  -0.98  -0.099
C  3.70  0.07  -2.38  -0.059
C  3.09  -0.67  -3.45  -0.003
C  2.15  -1.86  -3.08  -0.083
C  1.60  -1.87  -1.68  0.076
C  2.19  -0.89  -0.65  -0.061
N  1.65  -2.80  -4.12  -0.332
O  2.45  -3.08  -5.03  0.053
O  0.50  -3.29  -3.93  0.029
H  3.53  0.65  -0.23  0.068
H  4.62  0.68  -2.54  0.099
H  3.27  -0.61  -4.63  0.139
H  0.94  -2.60  -1.36  0.041
H  1.71  -0.87  0.41  0.111
C  0.08  2.39  -2.75  -0.075
C  -0.87  1.20  -2.79  -0.032
C  -1.97  1.18  -3.80  0.062
C  -2.06  2.34  -4.89  -0.050
C  -0.91  3.52  -4.79  0.098
C  0.10  3.47  -3.68  -0.076
N  -2.99  2.27  -5.98  -0.343
O  -3.73  1.24  -6.01  0.020
O  -3.07  3.34  -6.68  0.011
H  0.84  2.40  -1.79  0.144
H  -0.64  0.37  -2.09  0.072
H  -2.64  0.34  -3.79  0.059
H  -1.10  4.11  -5.63  0.046
H  0.82  4.23  -3.58  0.069
C  2.91  -1.59  5.41  -0.097
C  4.12  -0.97  6.06  -0.011
C  4.91  0.24  5.37  0.087
C  4.54  0.41  3.81  -0.065
C  3.36  -0.22  3.20  0.112
C  2.49  -1.33  4.06  0.019
N  5.21  1.59  3.14  -0.334
O  5.88  2.37  3.78  0.078
O  4.90  1.68  1.89  -0.006
H  2.31  -2.27  6.08  0.100
H  4.56  -1.11  6.93  0.008
H  5.65  0.88  5.80  0.063
H  3.07  -0.12  2.38  -0.070
H  1.59  -1.73  3.51  0.089
C  0.38  -6.88  2.17  -0.312
O  0.73  -7.84  2.86  -0.018
N  1.25  -5.86  2.00  -0.164
C  0.76  -4.63  1.43  -0.072
C  2.65  -5.91  2.62  0.038
H  -0.48  -6.68  1.81  0.070
H  0.87  -4.51  0.27  0.107
H  1.59  -3.82  1.82  0.126
H  -0.19  -4.33  1.64  0.034
H  2.99  -5.04  2.37  0.004
H  3.07  -6.67  2.10  0.050
H  2.57  -6.20  3.71  0.119
C  1.93  4.83  0.20  -0.379
O  1.55  5.74  -0.58  -0.042
N  1.11  4.07  0.79  -0.112
C  1.62  2.80  1.49  0.038
C  -0.32  4.06  0.58  -0.014
H  2.94  4.60  0.50  0.132
H  1.03  2.07  1.59  0.005
H  2.14  2.92  2.37  0.075
H  2.36  2.41  0.97  0.010
H  -0.89  3.42  1.18  0.081
H  -0.50  4.07  -0.48  0.083
H  -0.40  5.01  0.86  0.053
C  -4.69  -1.54  -3.22  -0.428
O  -5.51  -0.88  -2.54  -0.049
N  -3.77  -2.14  -2.64  -0.137
C  -2.88  -2.89  -3.53  -0.049
C  -3.50  -2.08  -1.20  0.044
H  -4.73  -1.44  -4.41  0.173
H  -3.08  -4.05  -3.37  0.131
H  -1.91  -2.73  -3.29  0.004
H  -2.79  -2.66  -4.65  0.112
H  -4.05  -2.59  -0.71  0.002
H  -3.67  -1.12  -0.84  0.084
H  -2.54  -2.18  -0.89  0.053
C  -3.60  3.24  0.64  -0.381
O  -3.31  4.24  0.15  0.034
N  -4.49  3.22  1.73  -0.233
C  -5.11  1.93  2.24  -0.060
C  -4.82  4.46  2.49  -0.055
H  -3.13  2.24  0.09  0.176
H  -4.55  1.75  3.18  0.058
H  -5.08  1.08  1.48  0.096
H  -6.19  2.33  2.74  0.127
H  -4.16  5.28  2.40  0.059
H  -4.60  3.99  3.58  0.124
H  -5.84  4.65  2.23  0.071

The total charge is -1. The total energy is -70317.934 eV.

Molecular formula: C17H20N4O3S
Method: DFT, the ωB97M-V functional and the def2-TZVPD basis

Last column: Löwdin charge in e.
Element x y z (Å)
C  -2.24  -1.26  -2.26  -0.059
H  -1.33  -1.22  -1.67  0.068
H  -2.77  -2.18  -2.02  0.060
H  -1.98  -1.27  -3.31  0.073
C  -3.11  -0.04  -1.96  -0.192
N  -3.29  0.19  -0.54  -0.071
C  -2.42  1.02  0.07  -0.540
O  -1.57  1.64  -0.54  0.005
C  -2.55  1.19  1.58  -0.349
H  -2.85  0.28  2.09  0.066
H  -3.24  2.00  1.81  0.094
S  -0.93  1.67  2.23  1.008
C  -0.08  0.30  1.61  -0.611
N  -0.63  -0.82  1.23  0.029
N  0.34  -1.62  0.78  0.102
C  1.48  -0.99  0.88  -0.208
N  1.27  0.26  1.43  0.019
C  2.18  1.35  1.67  -0.061
C  2.47  2.09  0.40  -0.259
C  1.64  2.50  -0.61  0.008
C  2.48  3.14  -1.56  -0.046
C  3.74  3.07  -1.06  -0.118
O  3.75  2.43  0.12  0.024
H  4.68  3.42  -1.43  0.118
H  2.17  3.59  -2.48  0.102
H  0.58  2.36  -0.67  0.090
H  3.11  0.96  2.09  0.139
H  1.71  2.01  2.40  0.112
C  2.75  -1.55  0.50  -0.195
C  3.99  -0.99  0.27  -0.002
C  4.83  -2.06  -0.10  -0.052
C  4.05  -3.18  -0.07  -0.110
O  2.80  -2.88  0.29  0.068
H  4.27  -4.21  -0.27  0.123
H  5.87  -2.00  -0.35  0.102
H  4.27  0.04  0.33  0.095
C  -4.29  -0.59  0.16  -0.201
C  -3.75  -1.90  0.73  -0.071
H  -2.74  -1.77  1.10  0.045
H  -4.39  -2.25  1.54  0.073
H  -3.73  -2.68  -0.04  0.062
H  -4.72  0.03  0.96  0.111
H  -5.10  -0.79  -0.55  0.119
H  -4.10  -0.14  -2.42  0.117
H  -2.62  0.85  -2.36  0.115

The total charge is 0. Its SMILES is CCN(CC)C(=O)CSc1nnc(-c2ccco2)n1Cc1ccco1. The total energy is -40890.526 eV.

Number 1: HOMO energy -0.378 hartree. Number 2: HOMO energy -0.244 hartree. Number 3: HOMO energy -0.291 hartree.